A cluster of 10 separate species, C38H48N10 in total. Source: the OMol25 dataset; level of theory: ωB97M-V/def2-TZVPD.

As for the expectation value of S²: 0.762. The gap between HOMO and LUMO (spin up / spin down) comes out at 6.414 / 2.489 eV. The molar mass is 644.9 Da. As for the spin multiplicity: 2. The calculation puts the HOMO energy (spin up / spin down) at -0.3463 / -0.3463 hartree. For the calculated total energy, the calculation gives -2023.8815 Eh. As for the total charge: +1.

Each line ends with the Mulliken charge.
Element x y z (Å)
C (6.367, 2.556, 3.140)  -0.60
C (4.896, 2.183, 3.231)  0.24
N (3.820, 1.870, 3.289)  -0.31
H (6.739, 1.996, 2.282)  0.11
H (6.971, 2.224, 3.985)  0.29
H (6.452, 3.610, 2.876)  0.29
N (-2.131, 3.967, -0.742)  -0.04
C (-3.263, 4.757, -0.817)  -0.31
C (-4.205, 4.226, 0.078)  -0.79
C (-3.665, 3.051, 0.678)  -0.29
C (-2.375, 3.021, 0.232)  -0.45
H (-1.321, 4.010, -1.344)  0.21
H (-3.121, 5.550, -1.536)  0.42
H (-5.202, 4.641, 0.084)  0.45
H (-4.087, 2.362, 1.394)  0.37
H (-1.535, 2.361, 0.395)  0.41
N (5.949, -1.570, 1.580)  -0.05
C (4.928, -0.984, 0.925)  -0.53
C (5.464, -0.118, -0.052)  -0.07
C (6.764, -0.199, 0.119)  -0.94
C (7.140, -0.995, 1.146)  -0.63
H (5.846, -2.316, 2.253)  0.20
H (3.981, -1.384, 1.258)  0.67
H (4.836, 0.369, -0.783)  0.54
H (7.483, 0.336, -0.483)  0.42
H (8.100, -1.259, 1.565)  0.44
N (-4.472, 1.990, -2.053)  -0.19
C (-5.823, 1.849, -2.058)  -0.32
C (-6.070, 0.871, -2.957)  -1.31
C (-4.864, 0.202, -3.279)  -0.16
C (-3.901, 0.981, -2.762)  -0.70
H (-3.913, 2.613, -1.488)  0.92
H (-6.481, 2.539, -1.551)  0.43
H (-7.004, 0.520, -3.369)  0.39
H (-4.773, -0.728, -3.822)  0.49
H (-2.824, 0.940, -2.823)  0.38
N (0.615, 0.104, 1.793)  0.26
C (-0.655, -0.056, 1.213)  -0.87
C (-0.423, -0.101, -0.127)  -0.31
C (0.947, 0.098, -0.391)  -0.24
C (1.604, 0.125, 0.864)  -1.58
H (0.786, -0.108, 2.766)  0.32
H (-1.429, -0.247, 1.942)  0.61
H (-1.163, -0.128, -0.913)  0.70
H (1.330, 0.187, -1.397)  0.31
H (2.646, 0.282, 1.103)  0.85
N (-3.240, -2.486, 0.400)  0.09
C (-3.695, -1.171, 0.270)  -0.81
C (-4.060, -0.643, 1.491)  0.03
C (-4.009, -1.720, 2.339)  -0.78
C (-3.465, -2.860, 1.704)  -0.60
H (-3.004, -3.016, -0.426)  0.24
H (-3.882, -0.731, -0.698)  0.41
H (-4.516, 0.298, 1.759)  0.54
H (-4.211, -1.538, 3.384)  0.43
H (-3.128, -3.791, 2.136)  0.42
N (-0.008, -3.231, -0.024)  1.04
C (0.465, -3.838, 1.128)  -0.50
C (0.715, -5.127, 0.815)  -0.87
C (0.446, -5.241, -0.531)  -0.53
C (-0.070, -4.071, -1.081)  -0.78
H (-0.322, -2.272, -0.056)  -0.36
H (0.506, -3.292, 2.059)  0.51
H (1.123, -5.959, 1.370)  0.47
H (0.624, -6.163, -1.065)  0.46
H (-0.444, -3.893, -2.079)  0.53
N (-0.226, 2.232, 5.658)  0.07
C (0.868, 3.066, 5.963)  -0.29
C (0.463, 3.994, 6.852)  -0.46
C (-0.868, 3.772, 7.119)  -0.29
C (-1.278, 2.709, 6.402)  -0.70
H (-0.274, 1.530, 4.933)  0.20
H (1.801, 2.849, 5.465)  0.37
H (1.130, 4.767, 7.204)  0.37
H (-1.345, 4.421, 7.838)  0.38
H (-2.211, 2.172, 6.307)  0.35
N (2.581, -1.700, -4.286)  0.12
C (2.810, -3.028, -4.521)  -0.37
C (3.179, -3.730, -3.352)  -0.68
C (3.311, -2.747, -2.428)  0.25
C (3.019, -1.538, -3.035)  -0.50
H (2.233, -0.953, -4.870)  0.32
H (2.538, -3.432, -5.485)  0.44
H (3.312, -4.794, -3.225)  0.44
H (3.628, -2.880, -1.404)  0.51
H (3.164, -0.577, -2.564)  0.48
N (-2.321, -0.196, -5.206)  -0.01
C (-1.479, 0.907, -5.149)  -1.03
C (-0.339, 0.611, -4.370)  -0.46
C (-0.463, -0.803, -4.140)  0.68
C (-1.676, -1.305, -4.558)  -1.26
H (-3.284, -0.142, -5.507)  0.31
H (-1.684, 1.853, -5.628)  0.40
H (0.553, 1.174, -4.137)  0.51
H (0.224, -1.418, -3.577)  0.46
H (-2.161, -2.266, -4.639)  0.42